The following is a DFT calculation (wB97M-V/def2-TZVPD) of a cluster of 13 separate species, C69H134N6O29 in total at a distorted geometry.

Last column: Mulliken charge in e.
Cartesian coordinates (Å):
C 23.608 7.947 -26.178  -0.57
C 24.907 7.170 -25.906  0.21
O 25.331 7.018 -27.189  0.03
C 24.623 7.777 -28.072  0.55
O 24.931 7.803 -29.322  -0.59
O 23.782 8.511 -27.438  -0.32
H 23.514 8.692 -25.387  0.33
H 22.798 7.220 -26.238  0.35
H 24.575 6.227 -25.471  0.28
H 25.620 7.720 -25.292  -0.16
C 33.096 4.192 -25.515  1.39
C 34.510 4.678 -25.824  -0.41
O 34.867 4.004 -27.069  -0.31
C 33.935 3.204 -27.445  0.55
O 34.035 2.441 -28.398  -0.59
O 33.064 3.051 -26.355  -0.27
H 32.320 4.930 -25.717  -1.20
H 33.059 3.731 -24.527  0.31
H 35.197 4.378 -25.033  0.31
H 34.548 5.764 -25.904  0.31
C 32.051 7.149 -33.930  0.43
C 30.857 7.455 -34.781  -0.31
O 30.724 8.857 -34.665  -0.38
C 31.590 9.354 -33.795  0.47
O 31.721 10.501 -33.469  -0.57
O 32.365 8.398 -33.359  -0.08
H 32.809 6.770 -34.615  0.30
H 31.732 6.340 -33.273  -0.35
H 30.040 6.894 -34.327  0.22
H 31.079 6.984 -35.739  0.31
C 31.505 1.473 -32.372  0.15
C 32.567 2.565 -32.593  -0.29
O 32.006 3.420 -33.546  -0.37
C 30.647 3.317 -33.394  0.65
O 29.771 3.976 -34.000  -0.63
O 30.334 2.226 -32.681  -0.07
H 31.577 1.281 -31.301  -0.06
H 31.864 0.704 -33.057  0.20
H 33.451 2.002 -32.892  0.50
H 32.839 3.092 -31.678  -0.07
C 30.037 4.792 -21.985  0.75
C 30.281 4.985 -23.459  0.14
O 30.188 3.667 -23.939  -0.19
C 29.568 2.874 -23.058  0.57
O 29.269 1.704 -23.226  -0.63
O 29.394 3.550 -21.960  -0.25
H 29.423 5.603 -21.593  -0.58
H 30.972 4.885 -21.433  0.16
H 31.281 5.319 -23.736  0.29
H 29.598 5.665 -23.968  -0.28
C 26.841 10.768 -23.769  -0.16
C 28.023 11.653 -24.110  -0.39
O 28.411 11.197 -25.394  -0.36
C 27.714 10.139 -25.743  0.24
O 27.874 9.609 -26.835  -0.16
O 26.753 9.845 -24.854  -0.24
H 25.867 11.238 -23.631  0.38
H 27.013 10.156 -22.884  0.03
H 28.886 11.707 -23.445  0.26
H 27.637 12.672 -24.118  0.29
C 26.786 10.858 -30.741  -0.07
C 28.138 10.579 -30.150  1.06
O 28.732 11.876 -30.185  -0.35
C 28.045 12.734 -31.037  0.58
O 28.217 13.927 -31.186  -0.57
O 26.918 12.102 -31.410  -0.37
H 25.940 10.806 -30.056  0.18
H 26.659 10.133 -31.544  0.26
H 28.784 9.896 -30.703  -0.04
H 27.916 10.121 -29.186  -0.61
C 28.273 6.056 -28.891  -0.77
C 29.544 5.482 -28.216  2.24
C 30.422 4.850 -29.265  -0.57
C 31.239 5.916 -30.065  0.08
C 32.106 6.852 -29.147  -0.68
C 31.194 7.511 -28.079  2.40
N 30.254 6.475 -27.459  0.20
O 29.546 7.021 -26.366  0.94
C 32.053 8.081 -26.898  -1.39
C 30.492 8.728 -28.680  -1.41
C 28.946 4.377 -27.196  -1.72
H 27.827 6.906 -28.374  -0.27
H 27.443 5.358 -29.004  -0.60
H 28.379 6.400 -29.920  0.26
H 31.104 4.195 -28.723  -0.34
H 29.873 4.233 -29.977  0.08
H 30.609 6.474 -30.757  0.22
H 31.925 5.362 -30.706  -0.19
H 32.626 7.579 -29.772  0.44
H 32.890 6.281 -28.649  -0.24
H 32.702 8.783 -27.420  0.08
H 31.426 8.596 -26.170  0.35
H 32.549 7.227 -26.438  -0.17
H 29.628 8.387 -29.249  -0.34
H 30.194 9.481 -27.950  0.35
H 31.079 9.295 -29.403  0.37
H 28.269 4.882 -26.507  0.25
H 29.709 4.063 -26.484  -0.08
H 28.507 3.445 -27.552  0.31
H 28.780 7.305 -26.870  -0.18
C 28.014 -0.386 -29.203  -1.81
C 29.474 -0.629 -29.269  2.17
C 30.245 0.675 -28.735  -0.75
C 30.232 0.818 -27.222  0.25
C 30.885 -0.448 -26.591  -1.87
C 30.224 -1.771 -27.025  1.79
N 29.898 -1.832 -28.486  0.21
O 29.471 -3.079 -28.897  -0.44
C 31.280 -2.827 -26.669  -2.03
C 28.947 -2.011 -26.092  -1.47
C 29.877 -0.790 -30.753  -1.58
H 27.726 -0.266 -28.159  0.35
H 27.604 -1.299 -29.636  0.48
H 27.701 0.406 -29.884  0.18
H 31.253 0.777 -29.135  0.32
H 29.688 1.518 -29.144  -0.12
H 29.236 1.112 -26.890  0.33
H 30.732 1.750 -26.956  -0.42
H 30.731 -0.229 -25.535  0.51
H 31.955 -0.373 -26.788  0.38
H 30.912 -3.801 -26.994  0.42
H 32.168 -2.784 -27.300  0.44
H 31.509 -2.800 -25.604  0.42
H 29.141 -2.478 -25.126  0.42
H 28.515 -1.023 -25.933  0.33
H 28.208 -2.632 -26.598  0.23
H 29.602 0.134 -31.262  -0.01
H 29.332 -1.608 -31.222  0.45
H 30.934 -0.976 -30.942  0.44
H 28.568 -3.118 -28.574  0.37
C 26.243 0.100 -32.953  -1.79
C 25.607 1.479 -33.200  1.55
C 24.140 1.220 -33.432  -1.33
C 23.264 2.529 -33.574  -0.77
C 23.432 3.319 -32.229  -1.32
C 24.960 3.545 -31.819  1.82
N 25.812 2.423 -32.035  -0.39
O 27.110 2.729 -31.745  1.12
C 25.485 4.871 -32.433  -1.93
C 24.915 3.668 -30.249  -1.56
C 26.085 2.112 -34.509  -1.51
H 25.883 -0.507 -32.122  0.34
H 27.320 0.129 -32.783  0.09
H 26.041 -0.411 -33.894  0.48
H 23.998 0.720 -34.391  0.50
H 23.553 0.781 -32.625  0.37
H 22.208 2.392 -33.807  0.43
H 23.673 3.049 -34.440  0.35
H 23.038 2.759 -31.382  0.47
H 22.999 4.306 -32.392  0.41
H 25.182 4.910 -33.480  0.46
H 25.066 5.779 -31.999  0.46
H 26.551 5.085 -32.350  0.22
H 24.127 4.343 -29.916  0.56
H 24.801 2.808 -29.588  0.34
H 25.842 4.149 -29.936  -0.22
H 27.173 2.165 -34.496  0.18
H 25.785 3.160 -34.527  0.37
H 25.894 1.511 -35.398  0.41
H 27.367 3.348 -32.432  -0.01
C 36.428 6.314 -29.886  -1.30
C 36.430 6.095 -31.425  2.43
C 36.112 7.407 -32.214  -0.64
C 37.275 8.376 -32.393  -0.09
C 38.423 7.718 -33.043  -1.46
C 38.924 6.491 -32.209  1.21
N 37.720 5.636 -31.964  0.42
O 38.077 4.330 -31.673  -0.49
C 40.013 5.777 -33.127  -1.88
C 39.549 6.926 -30.892  -1.67
C 35.334 5.122 -31.824  -2.53
H 36.827 5.439 -29.372  0.57
H 35.415 6.554 -29.564  -0.13
H 37.031 7.099 -29.431  0.16
H 35.686 7.033 -33.144  0.58
H 35.326 8.035 -31.793  0.06
H 37.527 8.769 -31.408  -0.33
H 36.995 9.260 -32.966  0.38
H 39.123 8.548 -33.148  0.52
H 38.110 7.396 -34.036  0.40
H 39.620 5.173 -33.945  0.39
H 40.719 6.448 -33.616  0.39
H 40.624 5.172 -32.458  0.39
H 39.868 6.105 -30.250  0.36
H 40.492 7.425 -31.114  0.47
H 38.909 7.633 -30.364  0.19
H 35.410 4.533 -32.738  0.37
H 34.377 5.642 -31.788  0.19
H 35.347 4.258 -31.159  0.83
H 37.640 3.838 -32.372  0.32
C 29.448 8.273 -22.845  -0.82
O 28.757 7.889 -21.757  -0.18
C 29.042 8.430 -20.541  -0.75
C 28.178 7.857 -19.438  -0.89
N 28.519 6.501 -18.972  -0.30
C 27.849 6.319 -17.697  -0.52
C 27.773 4.779 -17.503  -0.82
O 26.755 4.088 -18.234  -0.37
C 27.109 2.695 -18.606  -0.64
H 30.426 7.793 -22.846  0.56
H 29.582 9.339 -23.030  0.31
H 28.941 7.983 -23.765  0.02
H 28.908 9.511 -20.549  0.55
H 30.080 8.247 -20.265  0.31
H 27.143 8.031 -19.732  0.33
H 28.369 8.530 -18.603  0.51
H 28.073 5.771 -19.508  0.23
H 26.812 6.614 -17.858  0.33
H 28.308 6.750 -16.807  0.39
H 27.630 4.630 -16.433  0.51
H 28.781 4.369 -17.572  0.37
H 26.374 2.162 -19.208  0.27
H 27.135 2.037 -17.737  0.31
H 28.070 2.686 -19.121  0.24
C 32.865 12.105 -24.145  -0.68
O 34.252 12.204 -24.357  -0.41
C 34.570 12.498 -25.698  -0.71
C 34.226 11.446 -26.775  0.15
N 35.254 10.414 -26.777  -0.13
C 36.311 10.629 -27.735  -1.19
C 35.886 10.305 -29.217  0.69
O 35.425 11.472 -29.947  -0.48
C 34.787 11.074 -31.190  -0.23
H 32.257 11.845 -25.011  0.28
H 32.445 13.023 -23.731  0.33
H 32.725 11.347 -23.374  0.25
H 35.642 12.678 -25.621  0.30
H 34.052 13.443 -25.859  0.36
H 33.967 11.837 -27.760  0.35
H 33.386 10.792 -26.539  -0.20
H 35.605 10.185 -25.858  0.25
H 37.219 10.053 -27.554  0.51
H 36.657 11.658 -27.648  0.31
H 35.204 9.457 -29.161  -0.10
H 36.738 9.939 -29.789  -0.10
H 33.958 10.371 -31.106  0.06
H 35.501 10.668 -31.906  0.03
H 34.377 11.881 -31.797  0.39

The following is a DFT calculation (wB97M-V/def2-TZVPD) of a cluster of 2 separate species, ClH4N2OP in total at a distorted geometry.

Summary:
SMILES string: NNP=O.Cl

Last column: Mulliken charge in e.
Cartesian coordinates (Å):
N 1.574 0.702 -0.184  -0.58
N 0.416 -0.098 -0.192  -0.04
P 0.196 -1.734 0.094  0.23
O -1.244 -1.934 -0.008  -0.41
H 2.077 0.587 0.692  0.26
H 2.195 0.441 -0.948  0.25
H -0.429 0.441 -0.384  0.29
Cl -4.851 0.273 -0.005  -0.27
H -3.930 -0.617 0.032  0.26

The following is a DFT calculation (wB97M-V/def2-TZVPD) of the molecule C5H4FNO at a distorted geometry.

Summary:
SMILES string: Oc1cnccc1F

Last column: Mulliken charge in e.
Cartesian coordinates (Å):
O 1.017 -2.103 0.491  -0.51
C 0.506 -0.848 0.308  0.40
C 0.673 0.147 1.288  -0.44
N 0.103 1.359 1.213  -0.56
C -0.567 1.658 0.128  -0.31
C -0.777 0.772 -0.946  -0.30
C -0.221 -0.489 -0.832  0.62
F -0.424 -1.402 -1.818  -0.30
H 0.919 -2.619 -0.308  0.32
H 1.211 -0.118 2.198  0.37
H -1.063 2.639 0.093  0.31
H -1.377 1.004 -1.815  0.39

no.,HOMO (hartree),E_tot (eV)
1,-0.2847,-142029.987
2,-0.3697,-26903.762
3,-0.3423,-11504.502